[1]
DFT (ωB97M-V/def2-TZVPD) results for a molecular structure, C28H64Br6Cl6O16P4 at a distorted geometry.

LUMO energy ... -0.202 eV
E_tot ... -595388.7709 eV
Energy relative to the best compared isomer or geometry (same formula, charge and spin) ... 0.00 kcal per mole
Gap between HOMO and LUMO ... 9.83 eV
HOMO ... -10.0 eV

Geometry (Å):
1 C 7.881 2.374 -1.922
2 Br 9.514 2.391 -2.975
3 Br 6.699 0.905 -2.433
4 Br 6.946 4.076 -2.021
5 H 8.189 2.228 -0.897
6 C 3.230 -0.230 -5.739
7 Br 1.321 -0.509 -6.146
8 Br 3.744 1.664 -5.412
9 Br 4.487 -0.984 -7.028
10 H 3.419 -0.670 -4.771
11 C -1.459 -0.585 5.104
12 C -1.391 0.606 4.175
13 O -0.272 1.406 4.593
14 P -0.227 3.000 4.377
15 O 1.026 3.634 4.833
16 O -0.584 3.150 2.825
17 C 0.207 3.947 1.978
18 C -0.347 5.373 1.832
19 O -1.524 3.502 5.127
20 C -1.415 3.920 6.513
21 C -1.431 2.722 7.424
22 H -1.300 -0.396 6.168
23 H -2.406 -1.112 4.980
24 H -0.627 -1.266 4.905
25 H -1.216 0.200 3.177
26 H -2.293 1.219 4.170
27 H 1.238 4.003 2.344
28 H 0.339 3.567 0.960
29 H -0.412 5.795 2.838
30 H 0.270 6.007 1.201
31 H -1.366 5.280 1.454
32 H -0.619 4.641 6.689
33 H -2.340 4.492 6.633
34 H -2.239 2.016 7.232
35 H -0.488 2.182 7.497
36 H -1.663 3.060 8.442
37 C -1.714 -2.017 1.223
38 C -0.733 -3.168 1.337
39 O -0.987 -3.750 2.657
40 P 0.263 -4.282 3.531
41 O 1.126 -3.204 3.994
42 O -0.538 -4.991 4.716
43 C -1.074 -4.179 5.783
44 C -2.594 -4.228 5.696
45 O 0.977 -5.400 2.653
46 C 0.232 -6.587 2.326
47 C 0.947 -7.545 1.394
48 H -2.638 -2.383 0.783
49 H -1.710 -1.547 2.203
50 H -1.328 -1.261 0.530
51 H -0.789 -3.848 0.484
52 H 0.324 -2.897 1.417
53 H -0.699 -4.691 6.668
54 H -0.720 -3.149 5.797
55 H -2.987 -3.662 4.851
56 H -2.903 -5.251 5.469
57 H -3.035 -3.898 6.635
58 H 0.064 -7.147 3.251
59 H -0.749 -6.266 1.966
60 H 1.980 -7.688 1.707
61 H 0.401 -8.481 1.303
62 H 0.989 -7.177 0.364
63 C -2.561 -1.389 -7.979
64 C -3.464 -0.597 -7.074
65 O -3.095 -0.743 -5.708
66 P -4.138 -0.266 -4.593
67 O -5.408 -1.019 -4.640
68 O -3.365 -0.402 -3.193
69 C -2.459 -1.479 -2.893
70 C -3.183 -2.809 -2.849
71 O -4.263 1.304 -4.768
72 C -5.371 2.036 -4.150
73 C -5.724 3.124 -5.160
74 H -2.866 -1.278 -9.017
75 H -1.537 -1.020 -7.864
76 H -2.486 -2.446 -7.718
77 H -3.379 0.469 -7.336
78 H -4.529 -0.716 -7.305
79 H -1.702 -1.468 -3.679
80 H -1.990 -1.234 -1.943
81 H -4.106 -2.732 -2.272
82 H -3.437 -3.179 -3.843
83 H -2.594 -3.601 -2.380
84 H -6.195 1.335 -4.016
85 H -4.974 2.389 -3.203
86 H -4.994 3.925 -5.031
87 H -5.700 2.785 -6.191
88 H -6.695 3.563 -4.926
89 C 3.559 -2.418 -0.680
90 C 4.135 -1.341 -1.607
91 O 3.221 -0.699 -2.464
92 P 1.912 0.078 -1.945
93 O 0.812 -0.839 -1.607
94 O 1.675 1.000 -3.211
95 C 0.676 2.026 -3.295
96 C -0.793 1.558 -3.258
97 O 2.560 1.009 -0.800
98 C 1.782 1.518 0.292
99 C 1.569 0.518 1.417
100 H 2.896 -1.951 0.053
101 H 2.911 -3.031 -1.314
102 H 4.269 -3.064 -0.173
103 H 4.821 -0.697 -1.055
104 H 4.742 -1.893 -2.339
105 H 0.901 2.765 -2.524
106 H 0.872 2.462 -4.274
107 H -0.951 1.017 -4.191
108 H -0.942 0.903 -2.404
109 H -1.477 2.404 -3.272
110 H 2.355 2.343 0.722
111 H 0.889 2.023 -0.086
112 H 2.516 0.002 1.590
113 H 1.394 1.040 2.362
114 H 0.759 -0.199 1.305
115 C 4.993 0.792 2.693
116 Cl 4.194 2.319 3.168
117 Cl 6.456 0.532 3.610
118 Cl 5.255 0.724 0.977
119 H 4.277 0.053 3.033
120 C 2.688 6.236 -1.554
121 Cl 1.564 4.979 -1.028
122 Cl 2.466 7.768 -0.652
123 Cl 2.535 6.608 -3.259
124 H 3.725 5.992 -1.364

***

[2]
DFT (ωB97M-V/def2-TZVPD) results for 7 unconnected molecules or ions with the total composition C28H64F3N2O6S6 at a distorted geometry.

LUMO energy ... -2.632 eV
E_tot ... -118493.2749 eV
Net charge ... +1
Gap between HOMO and LUMO ... 8.01 eV
HOMO ... -10.6 eV

Geometry (Å):
1 C -2.009 -2.280 -0.632
2 C -1.946 -2.039 -2.154
3 C -0.542 -2.256 -2.759
4 C -0.524 -3.309 -3.872
5 C 0.869 -3.908 -4.054
6 C 1.284 -4.799 -2.858
7 C 2.740 -4.528 -2.487
8 C 3.278 -5.376 -1.341
9 C 2.741 -4.900 0.040
10 C 3.679 -3.892 0.745
11 C 3.139 -2.452 0.588
12 C 1.829 -2.230 1.342
13 C 1.287 -0.857 1.093
14 C 0.150 -0.260 1.584
15 N 0.106 1.008 1.045
16 C 1.166 1.188 0.272
17 C 1.547 2.411 -0.512
18 F 0.840 2.489 -1.629
19 F 2.832 2.383 -0.838
20 F 1.314 3.482 0.246
21 N 1.896 0.069 0.279
22 H -2.671 -1.568 -0.155
23 H -1.003 -2.235 -0.229
24 H -2.377 -3.285 -0.450
25 H -2.191 -0.994 -2.342
26 H -2.675 -2.631 -2.697
27 H 0.151 -2.558 -1.969
28 H -0.202 -1.325 -3.210
29 H -1.268 -4.088 -3.706
30 H -0.820 -2.808 -4.794
31 H 1.579 -3.085 -4.154
32 H 0.914 -4.487 -4.973
33 H 1.172 -5.834 -3.174
34 H 0.621 -4.597 -2.019
35 H 2.820 -3.465 -2.252
36 H 3.342 -4.697 -3.380
37 H 4.364 -5.338 -1.299
38 H 2.960 -6.411 -1.449
39 H 1.779 -4.436 -0.160
40 H 2.584 -5.753 0.695
41 H 3.742 -4.077 1.814
42 H 4.667 -3.897 0.293
43 H 3.068 -2.244 -0.482
44 H 3.871 -1.754 1.007
45 H 2.071 -2.286 2.403
46 H 1.049 -2.933 1.067
47 H -0.582 -0.665 2.254
48 H -0.612 1.707 1.204
49 H 2.753 -0.037 -0.242
50 C -1.277 4.531 -0.323
51 S -2.951 4.688 0.295
52 O -3.303 3.358 0.873
53 C -3.736 4.798 -1.314
54 H -0.644 4.413 0.546
55 H -1.211 3.656 -0.968
56 H -0.988 5.429 -0.870
57 H -3.488 3.913 -1.901
58 H -3.395 5.703 -1.817
59 H -4.811 4.851 -1.157
60 C -3.146 1.971 -5.652
61 S -3.240 0.859 -4.243
62 O -2.571 -0.399 -4.658
63 C -5.010 0.577 -4.341
64 H -2.102 2.241 -5.797
65 H -3.521 1.463 -6.541
66 H -3.732 2.867 -5.449
67 H -5.259 0.166 -5.319
68 H -5.537 1.517 -4.175
69 H -5.278 -0.134 -3.563
70 C 3.394 4.929 1.908
71 S 4.253 3.763 2.975
72 O 4.307 4.364 4.326
73 C 5.872 3.978 2.225
74 H 2.358 4.980 2.234
75 H 3.854 5.914 1.987
76 H 3.440 4.573 0.880
77 H 6.168 5.025 2.292
78 H 5.837 3.656 1.184
79 H 6.578 3.360 2.775
80 C -6.852 -3.282 2.197
81 S -5.813 -3.577 0.762
82 O -4.503 -2.922 1.027
83 C -6.720 -2.499 -0.354
84 H -6.431 -3.836 3.032
85 H -6.862 -2.217 2.428
86 H -7.861 -3.639 1.993
87 H -6.738 -1.487 0.049
88 H -7.733 -2.879 -0.480
89 H -6.206 -2.506 -1.313
90 C 3.910 -5.183 5.325
91 S 2.610 -3.949 5.340
92 O 2.777 -3.134 4.098
93 C 3.272 -2.976 6.692
94 H 3.707 -5.876 4.511
95 H 4.873 -4.698 5.166
96 H 3.905 -5.722 6.272
97 H 4.278 -2.638 6.443
98 H 3.286 -3.581 7.598
99 H 2.621 -2.117 6.838
100 C -1.082 7.916 2.574
101 S -1.111 9.209 1.324
102 O -2.233 8.895 0.404
103 C 0.405 8.703 0.498
104 H -1.974 8.017 3.188
105 H -1.081 6.938 2.091
106 H -0.196 8.034 3.199
107 H 0.307 7.672 0.153
108 H 1.243 8.797 1.189
109 H 0.557 9.363 -0.353

***

Q: What is the gap between HOMO and LUMO in the second record?
A: 8.01 eV

***

Q: Among the records above, which one has the highest E_tot?
A: C28H64F3N2O6S6

***

Q: gap between HOMO and LUMO of number 2 (C28H64F3N2O6S6)?
A: 8.01 eV

***

Q: What is the formula in the second record?
A: C28H64F3N2O6S6